[1]
124
Properties=species:S:1:pos:R:3 method="wB97M-V/def2-TZVPD" lumo_energy_ev=-4.27 total_charge=+1 e_tot_ev=-163652.1203 orbital_gap_ha=0.2149 multiplicity=1 e_homo_ha=-0.3719
C -5.46876 0.56788 -1.47307
C -6.93611 0.31039 -1.81811
O -7.21273 -0.67689 -2.46280
O -7.92615 1.14983 -1.40663
C -7.48180 2.52627 -1.28292
C -8.66624 3.47004 -1.07104
C -8.88993 4.45858 -2.23302
C -7.59918 5.10240 -2.79858
C -7.43817 4.87059 -4.33356
C -6.51971 3.71857 -4.65561
C -5.14803 3.83016 -4.50261
C -4.56851 5.14060 -3.95995
C -3.76456 4.83491 -2.66018
C -3.76774 5.96849 -1.62726
S -3.43484 5.26462 0.04528
C -4.32733 2.75847 -4.84302
C -2.84825 2.74896 -4.73955
I -2.09525 1.81392 -2.96359
C -2.02983 3.26913 -5.64772
C -2.57837 3.94286 -6.89162
I 0.07222 3.19703 -5.46412
C -4.90617 1.58532 -5.31728
C -6.24134 1.52151 -5.42475
N -7.02483 2.55367 -5.09805
C -8.46844 2.33388 -5.26612
C -8.95272 2.81010 -6.64450
O -8.48610 3.74952 -7.21910
Br -10.41386 1.76765 -7.38854
H -5.34365 1.00389 -0.47948
H -5.09683 1.31443 -2.19044
H -4.88159 -0.33218 -1.62415
H -6.87848 2.74930 -2.16734
H -6.85905 2.57048 -0.38371
H -8.55498 4.00989 -0.12913
H -9.58783 2.88704 -0.96791
H -9.49951 5.27838 -1.83938
H -9.50738 4.01749 -3.02124
H -7.66407 6.18458 -2.65172
H -6.68693 4.78401 -2.28608
H -6.97332 5.76542 -4.75524
H -8.41802 4.80118 -4.80252
H -3.95930 5.57609 -4.75718
H -5.36060 5.83475 -3.68855
H -2.72762 4.67350 -2.95976
H -4.11236 3.87667 -2.26604
H -4.72073 6.48946 -1.53715
H -2.92671 6.62680 -1.84150
H -2.87760 4.05549 -0.18804
H -3.53604 3.53546 -7.21735
H -1.85091 3.80321 -7.69549
H -2.61839 5.02411 -6.72170
H -4.31031 0.72166 -5.57988
H -6.68734 0.59652 -5.76811
H -9.05382 2.76603 -4.45712
H -8.64149 1.25717 -5.21779
C 1.17729 -0.63357 3.99854
O 1.28479 0.34525 2.98494
C 0.87594 -0.14746 1.72321
C 0.57300 0.99757 0.78098
O -0.71566 1.57326 0.98223
C -0.85825 2.40026 2.13430
C -0.20447 3.75826 1.98708
O 1.18874 3.66473 2.22467
C 1.89257 4.76971 1.70160
H 1.80368 -1.50223 3.76893
H 1.51581 -0.19044 4.93275
H 0.13450 -0.94682 4.12168
H -0.01776 -0.77477 1.83216
H 1.69378 -0.75392 1.31050
H 0.55029 0.59618 -0.23570
H 1.35379 1.75892 0.81197
H -0.51812 1.88610 3.03400
H -1.93521 2.55872 2.23880
H -0.62994 4.44870 2.72802
H -0.39315 4.14909 0.97891
H 1.77986 4.81796 0.61179
H 2.94713 4.63518 1.93364
H 1.54500 5.70552 2.15277
C 3.35098 -8.53088 6.35080
O 3.71586 -7.28845 5.79110
C 2.67687 -6.73073 5.00558
C 2.90288 -5.24798 4.79932
O 2.49808 -4.45065 5.90595
C 3.35115 -4.48345 7.04553
C 4.63132 -3.69692 6.86173
O 5.57792 -4.45677 6.12908
C 6.59178 -3.65068 5.57223
H 3.11051 -9.25721 5.56628
H 4.19697 -8.89979 6.92754
H 2.49496 -8.41480 7.02524
H 1.70716 -6.88502 5.49458
H 2.67481 -7.23963 4.03164
H 2.26716 -4.92609 3.97066
H 3.93610 -5.03692 4.51734
H 3.55173 -5.50827 7.36115
H 2.77772 -4.00491 7.84262
H 5.06539 -3.47184 7.84535
H 4.41141 -2.75756 6.33978
H 6.16298 -2.93871 4.85662
H 7.28347 -4.30100 5.03906
H 7.13997 -3.11297 6.35347
C 6.89186 -6.09632 1.63424
O 7.70334 -5.25185 0.84773
C 7.47619 -3.88200 1.12972
C 8.63087 -3.03553 0.63738
O 9.74738 -3.03450 1.51684
C 10.54415 -4.21368 1.52771
C 11.43152 -4.35301 0.30918
O 10.69222 -4.86306 -0.78935
C 11.33479 -4.61779 -2.02024
H 5.82912 -5.89733 1.45207
H 7.11181 -7.12563 1.35731
H 7.11631 -5.96801 2.69942
H 7.35350 -3.73309 2.20999
H 6.55221 -3.57978 0.61666
H 8.29298 -1.99697 0.60614
H 8.92537 -3.31272 -0.37633
H 9.93264 -5.10421 1.68143
H 11.19243 -4.10958 2.40054
H 12.24246 -5.06056 0.52904
H 11.86168 -3.37653 0.05702
H 11.42766 -3.54021 -2.19917
H 10.72077 -5.04696 -2.81000
H 12.32552 -5.08499 -2.04577

[2]
29
Properties=species:S:1:pos:R:3 method="wB97M-V/def2-TZVPD" relative_energy_ev=0.378 lumo_energy_ev=-5.07 total_charge=+1 e_tot_ev=-33254.7981 orbital_gap_ha=0.2309 multiplicity=1 e_homo_ha=-0.4173
C -2.56324 1.01907 0.83282
C -2.65759 -0.19169 0.24211
C -3.97530 -0.67860 -0.33600
C -1.30491 -0.79497 -0.03081
C -1.03119 -2.15790 0.17131
C 0.22768 -2.65618 0.05300
C 1.28902 -1.85316 -0.23236
S 2.99051 -2.54176 -0.32806
C 1.08869 -0.42394 -0.38732
C 2.33777 0.43348 -0.50508
C 2.19695 1.81458 -0.00528
N 1.41279 1.92519 1.08141
P 2.57150 3.17742 -1.09766
C -0.18968 0.03200 -0.24648
H -3.49065 1.75783 0.85772
H -1.60303 1.47950 1.11230
H -4.41652 0.15159 -1.00428
H -3.91053 -1.50714 -0.92370
H -4.56186 -0.97888 0.54987
H -1.81756 -2.81436 0.46396
H 0.51776 -3.63323 0.37632
H 2.55828 -3.77515 -0.81943
H 2.99568 -0.12163 0.16969
H 2.83462 0.21043 -1.38378
H 1.32111 2.82719 1.38199
H 0.96608 1.20322 1.69464
H 3.91859 3.12755 -1.37646
H 2.73716 3.94079 0.17686
H -0.44214 1.02876 -0.48729

[3]
270
Properties=species:S:1:pos:R:3 method="wB97M-V/def2-TZVPD" lumo_energy_ev=0.45 total_charge=0 e_tot_ev=-140090.7137 orbital_gap_ha=0.3273 multiplicity=1 e_homo_ha=-0.3108
C -2.70919 4.46454 -0.10340
O -3.52250 5.11220 0.50024
N -2.59944 4.49330 -1.40395
N -1.96621 3.54304 0.44388
H -2.88897 5.33045 -1.89005
H -2.07179 3.84808 -1.97399
H -1.52610 2.84711 -0.14320
H -1.93864 3.57088 1.45270
C -2.60638 -3.13804 -4.09796
O -2.89037 -3.76763 -5.09910
N -3.34074 -2.16717 -3.57753
N -1.60699 -3.35105 -3.28167
H -4.19067 -1.95371 -4.08038
H -3.19115 -1.81960 -2.64080
H -1.31715 -2.72051 -2.54848
H -1.30353 -4.31374 -3.31103
C -2.99679 3.17565 -7.48048
O -3.25457 4.34487 -7.66701
N -3.88873 2.27265 -7.20172
N -1.83508 2.64680 -7.60107
H -4.77950 2.64797 -6.91006
H -3.57929 1.36343 -6.89007
H -0.98918 3.15625 -7.81064
H -1.78685 1.63876 -7.64179
C 1.20579 5.04984 -1.00994
C 0.85127 6.48371 -0.97293
O 1.86685 7.11741 -0.32271
H 1.23262 4.58954 -0.02226
H 2.20116 4.95505 -1.44417
H 0.54981 4.44857 -1.63978
H -0.05487 6.62671 -0.38364
H 0.74711 6.91590 -1.96864
H 1.56762 8.01460 -0.15727
C -1.01859 -4.27688 0.01727
C -0.33502 -3.01775 0.62273
O -0.47739 -1.97862 -0.34372
H -0.92350 -5.18501 0.61259
H -0.65555 -4.55364 -0.97255
H -2.07810 -4.04471 -0.09195
H 0.71172 -3.18806 0.87608
H -0.73960 -2.84224 1.61996
H 0.04255 -1.24622 -0.00096
C -0.49271 -1.05959 -6.58643
C -1.45427 -1.24581 -7.72718
O -2.50134 -0.32437 -7.55748
H -0.22471 -0.00490 -6.65628
H 0.39733 -1.68829 -6.59375
H -1.05482 -1.11621 -5.65415
H -1.86569 -2.25230 -7.64686
H -1.03957 -1.07114 -8.72016
H -3.14986 -0.42215 -8.25879
C 5.18763 -1.93083 0.71489
C 5.07171 -1.32450 2.08482
O 4.68434 -2.34086 3.07783
H 4.18355 -2.06028 0.31042
H 5.52002 -2.96160 0.83839
H 5.87341 -1.33577 0.11260
H 4.42189 -0.44893 2.07634
H 6.05228 -0.92658 2.34786
H 4.58837 -1.93987 3.94602
C 1.87368 1.93090 5.12126
C 1.48524 3.27145 5.86277
O 1.75386 2.98698 7.15788
H 1.54796 1.98877 4.08246
H 1.40078 1.08143 5.61368
H 2.96286 1.88954 5.12237
H 0.40690 3.42725 5.90438
H 2.05538 4.11804 5.47973
H 1.24958 3.55091 7.74887
C -5.46607 -1.86827 -0.40248
C -4.16228 -1.63875 0.19500
O -3.14619 -1.48615 -0.83441
H -5.72644 -1.15295 -1.18233
H -6.16230 -1.86011 0.43629
H -5.45518 -2.87585 -0.81885
H -3.99528 -2.41299 0.94395
H -4.34020 -0.67284 0.66878
H -2.26238 -1.75733 -0.57240
C 3.11678 1.05546 -4.85212
O 2.65317 1.63458 -3.57414
C 3.17371 2.98645 -3.38516
C 4.57691 2.84021 -2.73719
N 4.39987 2.06720 -1.51784
C 5.58043 1.22959 -1.14297
C 6.18061 0.17373 -2.13980
O 5.19002 -0.89648 -2.34098
C 5.67439 -1.90243 -3.19843
H 3.00655 1.80174 -5.63900
H 2.53655 0.17718 -5.13453
H 4.16021 0.76317 -4.73353
H 2.48474 3.45063 -2.67974
H 3.17390 3.60745 -4.28106
H 5.04406 3.79945 -2.51435
H 5.07779 2.21440 -3.47631
H 3.60713 1.49668 -1.77639
H 5.27556 0.62264 -0.29050
H 6.43455 1.86451 -0.90704
H 7.13468 -0.18904 -1.75663
H 6.43738 0.72471 -3.04508
H 5.88264 -1.50347 -4.19150
H 5.15933 -2.86169 -3.15631
H 6.65739 -2.19784 -2.82931
C 3.98437 -0.84267 9.59173
O 4.20215 -1.34321 8.28187
C 3.22645 -0.81847 7.46348
C 3.47995 -1.37181 6.06165
N 4.85704 -1.30912 5.65364
C 5.25459 0.07753 5.43118
C 6.79456 0.32645 5.27324
O 7.57797 -0.20814 6.32797
C 7.71466 0.63707 7.45075
H 3.96756 0.23830 9.73080
H 4.63004 -1.39008 10.27857
H 3.04305 -1.19805 10.01263
H 3.24312 0.25576 7.27734
H 2.21734 -1.17101 7.67862
H 2.84510 -0.93474 5.29080
H 3.29849 -2.44684 6.07754
H 5.41322 -1.58727 6.45010
H 4.89461 0.72093 6.23483
H 4.69384 0.49793 4.59591
H 6.97507 1.39303 5.13745
H 7.19284 -0.21607 4.41574
H 8.27996 1.55548 7.29011
H 8.20207 0.02261 8.20760
H 6.78337 0.99562 7.89027
C -2.89534 10.48307 -1.42406
O -2.92824 9.25167 -0.80067
C -2.05564 8.26205 -1.41255
C -2.24998 7.74475 -2.83083
N -3.44188 6.97853 -2.96175
C -3.76769 6.74607 -4.35586
C -4.75353 5.51159 -4.45727
O -6.07322 5.93053 -3.97608
C -7.02474 6.43801 -4.86600
H -1.84896 10.76127 -1.55733
H -3.29892 11.34295 -0.88982
H -3.23107 10.40009 -2.45813
H -2.16470 7.39199 -0.76476
H -1.01411 8.54311 -1.25401
H -1.34910 7.22368 -3.15588
H -2.23932 8.56679 -3.54803
H -4.18860 7.52337 -2.55389
H -2.84313 6.48098 -4.86925
H -4.14274 7.65309 -4.83070
H -4.35229 4.67878 -3.87975
H -4.85862 5.11745 -5.46840
H -6.84996 7.50237 -5.02553
H -7.96401 6.37265 -4.31681
H -7.00394 5.83052 -5.77096
C 8.53058 -4.51358 -1.12435
O 7.15615 -4.43971 -0.92447
C 6.55294 -5.71678 -0.77469
C 5.04399 -5.71926 -0.60051
N 4.39568 -5.27601 -1.80719
C 2.95760 -5.18850 -1.55694
C 2.24989 -4.54200 -2.73539
O 2.74885 -3.25974 -2.97444
C 1.87994 -2.12756 -3.19005
H 9.01383 -4.66684 -0.15923
H 8.85219 -3.57665 -1.57953
H 8.86596 -5.22007 -1.88419
H 6.99117 -6.32834 0.01460
H 6.76596 -6.26008 -1.69597
H 4.84059 -5.02695 0.21767
H 4.72055 -6.66262 -0.16027
H 4.84987 -4.39851 -2.01713
H 2.79554 -4.60031 -0.65283
H 2.61266 -6.19823 -1.33374
H 1.18556 -4.49871 -2.50261
H 2.45867 -5.16121 -3.60813
H 1.30846 -2.40513 -4.07635
H 2.35811 -1.16011 -3.34097
H 1.11464 -2.06268 -2.41621
C -0.56188 3.67067 -4.57715
O -1.09388 3.08683 -3.41207
C -0.84634 1.63493 -3.39825
C -1.39667 1.11602 -2.05237
N -0.57126 1.46480 -0.86715
C 0.79171 0.96832 -0.87399
C 1.25555 0.97917 0.60732
O 0.57447 -0.07328 1.23835
C 1.45695 -0.74345 2.18032
H -0.50671 3.13251 -5.52314
H 0.38587 4.13983 -4.31137
H -1.25427 4.50476 -4.69439
H 0.23858 1.54546 -3.45610
H -1.39710 1.14073 -4.19870
H -1.34148 0.02821 -2.10578
H -2.43593 1.42399 -1.93723
H -1.01223 0.99228 -0.09032
H 1.43937 1.61778 -1.46268
H 0.88711 -0.07834 -1.16434
H 1.02401 1.93514 1.07749
H 2.31603 0.74350 0.69834
H 2.06557 -1.52831 1.73098
H 0.79693 -1.28312 2.85991
H 2.03581 -0.09533 2.83837
C -5.54485 2.60654 -1.65713
O -5.08168 2.22252 -2.94605
C -5.26806 0.86488 -3.18968
C -5.05028 0.46175 -4.70556
N -5.73533 -0.88155 -4.95425
C -5.44890 -1.47503 -6.20278
C -5.96887 -2.94917 -6.23390
O -7.38207 -3.15690 -6.10006
C -7.74005 -4.53294 -5.89465
H -4.76138 2.42070 -0.92202
H -6.50104 2.24179 -1.28155
H -5.61502 3.68989 -1.75546
H -6.29370 0.55797 -2.98093
H -4.72317 0.15203 -2.56990
H -3.99257 0.29005 -4.90582
H -5.48607 1.20330 -5.37527
H -6.67897 -0.96086 -4.60334
H -4.36172 -1.39883 -6.23147
H -5.83947 -0.82922 -6.99019
H -5.54370 -3.49639 -5.39212
H -5.65999 -3.48301 -7.13299
H -8.78813 -4.72597 -6.12214
H -7.53298 -4.68245 -4.83457
H -7.10251 -5.25822 -6.40076
C -4.03800 -4.09272 6.36401
O -3.60774 -2.79217 5.99865
C -4.26215 -2.33362 4.83161
C -3.95040 -0.85830 4.58093
N -2.49039 -0.77036 4.31268
C -1.95891 0.61144 4.21235
C -1.79845 1.29290 5.57649
O -0.99273 0.50769 6.42917
C -0.77729 0.87892 7.81108
H -3.67316 -4.75365 5.57723
H -5.11553 -4.23113 6.45417
H -3.52021 -4.42294 7.26442
H -5.34899 -2.40109 4.88923
H -3.98642 -2.87959 3.92890
H -4.29945 -0.16211 5.34384
H -4.36525 -0.53335 3.62646
H -2.19568 -1.00950 5.24969
H -2.63876 1.27105 3.67269
H -0.96950 0.64135 3.75569
H -2.78431 1.29618 6.04272
H -1.40629 2.30257 5.45255
H -0.00773 0.21126 8.19789
H -1.71968 0.79873 8.35335
H -0.42437 1.90372 7.92784
C 0.23922 -8.00004 2.64547
O -0.64827 -7.08861 3.26184
C -0.07592 -5.77768 3.39891
C -1.17546 -4.79224 3.97510
N -0.66579 -3.43294 4.30918
C 0.32889 -3.31387 5.41131
C -0.29733 -3.42023 6.84900
O 0.48758 -3.00757 7.95825
C 1.47634 -3.95626 8.21582
H 1.10991 -8.19819 3.27116
H 0.56605 -7.55862 1.70364
H -0.27255 -8.95002 2.49245
H 0.32655 -5.35518 2.47788
H 0.76934 -5.82404 4.08616
H -1.80311 -5.20035 4.76788
H -1.97232 -4.70218 3.23627
H -1.37954 -2.71980 4.35550
H 0.67421 -2.27973 5.43694
H 1.29413 -3.80225 5.27764
H -0.71944 -4.42396 6.91062
H -1.19074 -2.80035 6.92589
H 2.11595 -3.80077 9.08470
H 2.07259 -4.05808 7.30882
H 1.09047 -4.94303 8.47416